No. 1
This record from the Open Molecules 2025 dataset describes C52H45N4O8S3Ti as an isolated structure. The level of theory is wB97M-V/def2-TZVPD.

As for the total energy: -4873.68813 a.u. Its molecular weight is 998.0 u. The HOMO energy comes out at -0.1944 Ha. The calculation puts the largest force on an atom at 1.946 eV Å⁻¹. The value obtained for the relative energy (zero: lowest compared OMol25 entry of this formula, charge and spin) is 0.3075 eV. The total charge is -1.

Atoms and positions in Å:
Ti (0.06, 1.50, 0.36)
O (-0.53, 1.11, -1.26)
C (-1.80, 1.33, -1.77)
C (-2.85, 1.45, -0.62)
C (-2.89, 0.28, 0.30)
C (-4.11, -0.24, 0.73)
C (-4.12, -1.31, 1.60)
C (-2.91, -1.87, 1.98)
C (-1.73, -1.31, 1.50)
C (-0.39, -1.89, 1.85)
C (0.36, -2.30, 0.57)
O (0.80, -1.12, -0.14)
C (-0.54, -3.05, -0.41)
C (-0.55, -2.71, -1.76)
C (-1.20, -3.51, -2.68)
C (-1.88, -4.64, -2.27)
C (-1.90, -4.97, -0.92)
C (-1.22, -4.19, 0.00)
C (1.52, -3.27, 0.78)
C (1.86, -3.85, 1.99)
C (2.88, -4.78, 2.07)
C (3.59, -5.14, 0.94)
C (3.27, -4.56, -0.28)
C (2.24, -3.64, -0.36)
N (-1.73, -0.25, 0.70)
C (-2.16, 0.24, -2.79)
C (-3.32, -0.51, -2.78)
C (-3.61, -1.38, -3.82)
C (-2.74, -1.52, -4.89)
C (-1.55, -0.80, -4.89)
C (-1.26, 0.06, -3.85)
C (-1.85, 2.63, -2.59)
C (-0.67, 3.26, -2.97)
C (-0.70, 4.44, -3.69)
C (-1.90, 5.00, -4.07)
C (-3.08, 4.35, -3.75)
C (-3.06, 3.17, -3.02)
H (-2.55, 2.34, -0.05)
H (-3.84, 1.63, -1.02)
H (-5.04, 0.21, 0.41)
H (-5.05, -1.72, 1.96)
H (-2.88, -2.73, 2.63)
H (0.23, -1.13, 2.33)
H (-0.53, -2.74, 2.52)
H (-0.03, -1.82, -2.08)
H (-1.16, -3.25, -3.73)
H (-2.38, -5.27, -2.99)
H (-2.44, -5.85, -0.59)
H (-1.21, -4.48, 1.04)
H (1.36, -3.57, 2.90)
H (3.14, -5.21, 3.02)
H (4.39, -5.87, 1.00)
H (3.82, -4.82, -1.17)
H (1.99, -3.19, -1.31)
H (-4.03, -0.43, -1.97)
H (-4.52, -1.96, -3.80)
H (-2.97, -2.17, -5.71)
H (-0.86, -0.90, -5.71)
H (-0.35, 0.63, -3.84)
H (0.27, 2.82, -2.67)
H (0.23, 4.93, -3.94)
H (-1.92, 5.93, -4.61)
H (-4.02, 4.77, -4.06)
H (-3.99, 2.69, -2.79)
O (-2.35, 4.22, 1.59)
C (-1.81, 4.58, 2.76)
C (-2.31, 5.76, 3.34)
C (-1.83, 6.23, 4.54)
C (-0.84, 5.52, 5.21)
C (-0.35, 4.36, 4.66)
C (-0.81, 3.86, 3.44)
C (-0.26, 2.55, 2.97)
O (-0.77, 1.92, 1.97)
N (0.68, 2.07, 3.73)
N (1.18, 0.83, 3.41)
C (1.59, 0.25, 4.46)
S (2.28, -1.33, 4.53)
C (2.88, -1.14, 6.27)
C (1.86, -0.34, 7.04)
S (1.37, 1.11, 6.03)
H (-1.63, 3.90, 0.97)
H (-3.07, 6.29, 2.78)
H (-2.22, 7.16, 4.95)
H (-0.46, 5.88, 6.16)
H (0.41, 3.79, 5.17)
H (3.85, -0.63, 6.23)
H (3.01, -2.14, 6.68)
H (2.27, 0.04, 7.97)
H (0.97, -0.93, 7.24)
C (3.98, -2.02, -4.96)
C (3.81, -1.48, -3.57)
C (4.61, -1.93, -2.52)
C (4.38, -1.49, -1.22)
C (3.36, -0.59, -0.97)
C (2.59, -0.10, -2.01)
C (2.82, -0.54, -3.30)
S (2.89, -0.23, 0.75)
O (3.25, -1.42, 1.50)
O (3.54, 0.97, 1.19)
N (1.28, -0.02, 0.65)
C (1.68, 2.79, 0.10)
C (0.70, 3.89, -0.21)
O (0.94, 5.03, -0.58)
O (-0.50, 3.40, -0.02)
H (4.83, -2.70, -5.02)
H (4.14, -1.21, -5.67)
H (3.09, -2.57, -5.27)
H (5.39, -2.64, -2.71)
H (4.96, -1.86, -0.39)
H (1.79, 0.60, -1.78)
H (2.20, -0.19, -4.11)
H (2.50, 2.73, -0.63)
H (2.12, 2.97, 1.09)

Atomic partial charges in e from the Löwdin method, atoms 1 to 8:
1 Ti 1.08
2 O -0.21
3 C -0.41
4 C -0.04
5 C -0.24
6 C -0.02
7 C -0.05
8 C -0.01

No. 2
This record from the Open Molecules 2025 dataset describes one molecule with the formula CH7N3O. The level of theory is wB97M-V/def2-TZVPD.

As for the total energy: -281.62227 a.u. Its molecular weight is 77.1 u. The HOMO energy comes out at -0.3151 Ha. The calculation puts the largest force on an atom at 0.785 eV Å⁻¹. The value obtained for the relative energy (zero: lowest compared OMol25 entry of this formula, charge and spin) is 6.1922 eV.

Atoms and positions in Å:
C (0.99, 0.78, 0.19)
N (-0.32, -0.31, -0.30)
N (-1.45, -0.20, 0.49)
N (1.62, -0.19, 0.90)
O (-0.76, -0.49, -1.70)
H (0.06, -0.69, -2.18)
H (-2.02, 0.57, 0.15)
H (-2.00, -1.05, 0.44)
H (1.39, -0.12, 1.89)
H (0.58, -0.96, 0.26)
H (1.40, 1.02, -0.80)
H (0.52, 1.64, 0.67)

Atomic partial charges in e from the Löwdin method, atoms 1 to 8:
1 C -0.24
2 N -0.26
3 N 0.04
4 N -0.10
5 O -0.05
6 H 0.08
7 H 0.09
8 H 0.09

No. 3
This record from the Open Molecules 2025 dataset describes C27H71AsF6N5O21P4 as an isolated structure. The level of theory is wB97M-V/def2-TZVPD.

As for the total energy: -7125.94928 a.u. Its molecular weight is 1114.7 u. The HOMO energy comes out at -0.2800 Ha. The calculation puts the largest force on an atom at 4.638 eV Å⁻¹. The total charge is -1.

Atoms and positions in Å:
As (-1.62, 1.44, -0.45)
F (-2.35, 1.50, 1.22)
F (-1.88, 3.28, -0.55)
F (-0.81, 1.32, -2.09)
F (-1.37, -0.32, -0.31)
F (-3.25, 1.15, -1.18)
F (-0.06, 1.68, 0.32)
C (-5.24, 5.79, 7.58)
O (-6.18, 6.29, 6.99)
N (-4.83, 4.50, 7.37)
C (-3.75, 3.88, 8.23)
C (-5.67, 3.64, 6.60)
H (-4.58, 6.33, 8.28)
H (-3.14, 4.56, 8.82)
H (-3.04, 3.33, 7.60)
H (-4.35, 3.31, 8.94)
H (-6.02, 4.21, 5.73)
H (-5.30, 2.70, 6.21)
H (-6.51, 3.30, 7.19)
C (5.10, -1.30, -5.06)
O (4.73, -1.40, -6.29)
N (6.27, -1.68, -4.57)
C (6.76, -1.05, -3.38)
C (7.31, -2.23, -5.49)
H (4.43, -0.91, -4.28)
H (5.85, -0.77, -2.86)
H (7.24, -0.14, -3.75)
H (7.54, -1.56, -2.81)
H (7.10, -3.29, -5.64)
H (7.23, -1.84, -6.51)
H (8.34, -2.07, -5.18)
C (3.20, -7.77, -4.27)
O (3.05, -6.91, -5.18)
N (2.68, -7.73, -3.05)
C (2.92, -8.80, -2.09)
C (1.79, -6.63, -2.67)
H (3.85, -8.65, -4.36)
H (2.76, -8.35, -1.11)
H (3.83, -9.39, -2.17)
H (2.21, -9.57, -2.39)
H (1.66, -5.94, -3.49)
H (0.85, -7.11, -2.37)
H (2.11, -6.08, -1.78)
C (5.49, 5.67, -3.83)
O (5.86, 5.72, -5.02)
N (6.41, 5.55, -2.90)
C (6.02, 5.69, -1.47)
C (7.87, 5.40, -3.08)
H (4.46, 5.84, -3.50)
H (4.97, 5.85, -1.24)
H (6.60, 6.39, -0.86)
H (6.22, 4.65, -1.19)
H (8.32, 6.37, -2.85)
H (8.35, 4.68, -2.42)
H (8.18, 5.10, -4.08)
C (-7.03, -3.10, 4.40)
O (-6.89, -3.89, 5.36)
N (-8.17, -2.86, 3.69)
C (-8.23, -1.74, 2.76)
C (-9.43, -3.60, 4.03)
H (-6.22, -2.46, 4.03)
H (-8.51, -2.18, 1.80)
H (-7.38, -1.07, 2.64)
H (-9.09, -1.16, 3.11)
H (-10.06, -3.78, 3.15)
H (-9.30, -4.62, 4.38)
H (-9.96, -3.01, 4.78)
C (4.88, -3.96, 8.74)
O (4.09, -2.88, 9.21)
P (3.88, -1.58, 8.21)
O (5.16, -1.11, 7.61)
O (2.75, -2.15, 7.11)
C (2.41, -1.37, 6.00)
O (3.04, -0.46, 9.11)
C (3.74, 0.32, 10.08)
H (5.09, -3.97, 7.67)
H (4.36, -4.83, 9.14)
H (5.80, -4.08, 9.31)
H (1.33, -1.52, 5.95)
H (2.90, -1.75, 5.10)
H (2.69, -0.33, 6.19)
H (4.79, 0.02, 10.10)
H (3.24, 0.32, 11.05)
H (3.85, 1.37, 9.82)
C (2.42, 9.45, 8.48)
O (3.28, 9.52, 7.37)
P (3.13, 8.40, 6.19)
O (4.06, 8.68, 5.08)
O (3.39, 6.96, 6.96)
C (4.22, 6.02, 6.28)
O (1.55, 8.49, 5.79)
C (0.98, 7.48, 4.95)
H (1.63, 10.17, 8.28)
H (2.95, 9.66, 9.41)
H (1.94, 8.49, 8.65)
H (3.72, 5.24, 5.71)
H (4.83, 5.47, 7.00)
H (4.89, 6.53, 5.59)
H (1.17, 6.54, 5.46)
H (1.44, 7.43, 3.96)
H (-0.10, 7.64, 4.85)
C (-4.57, -5.37, -4.23)
O (-4.31, -6.53, -4.98)
P (-3.92, -6.49, -6.57)
O (-2.55, -5.99, -6.92)
O (-4.12, -8.06, -6.84)
C (-3.05, -8.88, -6.45)
O (-5.19, -5.80, -7.24)
C (-6.46, -6.12, -6.78)
H (-4.27, -5.52, -3.19)
H (-5.64, -5.20, -4.19)
H (-4.04, -4.46, -4.52)
H (-3.40, -9.81, -5.99)
H (-2.62, -8.39, -5.57)
H (-2.41, -9.24, -7.25)
H (-7.07, -5.23, -6.64)
H (-6.39, -6.71, -5.86)
H (-7.03, -6.67, -7.52)
C (-4.36, 0.10, -11.22)
O (-3.58, 1.19, -10.72)
P (-2.43, 1.01, -9.54)
O (-1.54, -0.16, -9.72)
O (-1.65, 2.40, -9.65)
C (-0.79, 2.98, -8.66)
O (-3.24, 0.95, -8.07)
C (-4.03, 2.05, -7.67)
H (-5.40, 0.17, -10.91)
H (-4.13, -0.81, -10.67)
H (-4.23, -0.17, -12.27)
H (-0.63, 2.30, -7.82)
H (-1.03, 3.95, -8.22)
H (0.16, 3.11, -9.19)
H (-4.40, 2.61, -8.53)
H (-3.58, 2.81, -7.04)
H (-4.92, 1.61, -7.22)

Atomic partial charges in e from the Löwdin method, atoms 1 to 8:
1 As 0.92
2 F -0.33
3 F -0.34
4 F -0.32
5 F -0.31
6 F -0.31
7 F -0.30
8 C -0.34